Computed, not measured: 2 unconnected molecules or ions with the total composition C4H11N3O in a non-equilibrium geometry, with the ωB97M-V functional and the def2-TZVPD basis.

## Properties
max |F|: 2.3 eV Å⁻¹
ΔE to the lowest compared entry with this formula, charge and spin: 44.76 kcal per mole
⟨S²⟩: 0.766

ORCA input file:
```
! wB97M-V def2-TZVPD RIJCOSX def2/J DEFGRID3
* xyz 1 2
C 0.6902 -1.3420 0.7644
C 1.8874 -2.2650 0.6798
N 1.7219 -3.4174 -0.0194
O 2.9074 -2.0114 1.2792
H -0.1327 -1.8332 1.2890
H 0.2807 -1.1259 -0.2276
H 1.0463 -0.4675 1.3000
H 0.9825 -3.4739 -0.6912
H 2.5616 -3.9165 -0.2555
C -2.4335 1.6065 -0.9979
N -0.2783 2.7210 0.4542
C -0.1751 1.5870 -0.2602
N -1.1280 0.9918 -0.9532
H -2.8591 1.7069 0.0068
H -3.1147 0.9895 -1.5774
H -2.3758 2.5881 -1.4889
H 0.5924 3.1406 0.7596
H -0.9798 3.3883 0.1399
H 0.8065 1.1331 -0.2017
*
```

Results of the Löwdin charge analysis, in e, for atoms 1 through 5: -0.03, -0.60, 0.16, 0.07, 0.10